C58H58FGeN9O3S2W | ωB97M-V/def2-TZVPD

Output
HOMO-LUMO gap (Ha): 0.175
Total charge: +4
Multiplicity: 1

The geometry in XYZ format:
```
133
Properties=species:S:1:pos:R:3:forces:R:3
W -0.684289 0.217382 -0.421224 1.3 3.2 0.3
C 1.670863 4.641690 5.517621 -0.1 -0.1 -0.1
C 2.303630 3.254268 5.548880 0.2 0.4 0.5
C 3.804399 3.369914 5.765069 0.1 -0.3 -0.1
C 4.471015 2.004045 5.716752 0.0 0.1 0.0
C 4.167358 1.340886 4.406115 0.1 0.0 0.1
C 5.064265 0.463983 3.839001 -0.1 0.1 0.0
C 4.778901 -0.154723 2.621032 -0.2 0.1 -0.1
F 5.658170 -1.000435 2.101368 0.1 0.0 0.0
C 3.612547 0.088185 1.951219 0.1 -0.1 0.0
C 2.672502 0.963929 2.509926 0.1 0.1 0.0
C 1.410503 1.168774 1.866374 -0.5 0.5 0.3
O 1.149500 0.568593 0.732721 -0.5 -0.8 -0.6
C 0.490874 1.990607 2.523228 0.0 -0.4 -0.4
C 0.837360 2.621078 3.710486 0.0 0.0 0.1
N 2.016224 2.486109 4.286205 -0.2 0.0 -0.1
C 2.951428 1.613495 3.740200 0.1 -0.3 -0.3
C -0.882110 2.126466 1.993632 0.5 0.1 0.7
O -1.813478 2.549631 2.611600 -0.1 0.0 -0.2
O -0.979920 1.725525 0.714820 -0.4 -0.2 -0.1
H 2.046033 5.210343 6.366233 0.0 0.0 0.0
H 0.586299 4.629469 5.609071 0.0 0.0 0.0
H 1.953429 5.175609 4.608670 0.0 0.0 0.0
H 1.873813 2.672302 6.368947 0.0 -0.1 -0.1
H 3.974063 3.834463 6.734351 -0.1 0.0 0.0
H 4.245397 4.021126 5.005475 -0.1 0.1 0.0
H 4.107591 1.378743 6.538268 0.0 0.0 0.0
H 5.548936 2.093625 5.843312 0.0 0.0 0.0
H 6.001276 0.250638 4.338222 0.0 0.0 0.0
H 3.412110 -0.408683 1.013592 0.0 0.0 0.0
H 0.102078 3.260278 4.177777 0.1 0.0 0.1
S 5.683927 1.263078 -3.775051 -0.3 0.0 0.2
C 6.747457 2.137147 -2.788319 0.0 0.1 0.2
C 6.208012 2.427588 -1.564363 0.2 0.1 -0.1
C 4.902121 1.931302 -1.425468 -0.3 -0.2 -0.1
C 4.454918 1.258219 -2.545643 0.5 0.2 -0.1
C 3.201252 0.559213 -2.736343 -0.1 -0.4 -0.6
C 2.163894 0.715983 -1.807643 -0.3 0.3 0.4
N 0.992553 0.085822 -1.860686 0.8 -0.9 -0.3
C 0.801705 -0.808522 -2.881275 0.3 0.3 -0.1
C 1.776781 -1.022278 -3.878085 -0.5 -0.1 0.2
C 1.494909 -1.993435 -4.896788 0.0 -0.1 -0.1
C 0.330518 -2.676089 -4.912012 0.0 0.0 -0.1
C -0.689560 -2.439949 -3.928724 0.3 0.3 0.2
C -1.928134 -3.069224 -3.956189 -0.4 0.1 0.5
C -2.886513 -2.761946 -2.981686 0.4 -0.2 -0.6
C -2.517786 -1.846882 -1.993636 0.1 0.4 0.4
N -1.325681 -1.238340 -1.908811 -0.3 -0.4 -0.6
C -0.420534 -1.508047 -2.907234 -0.3 -0.2 0.1
C -4.207461 -3.350265 -2.980101 -0.4 -0.4 -0.1
C -5.251436 -3.118991 -2.105847 0.3 0.1 0.0
C -6.399866 -3.867926 -2.403100 -0.1 -0.2 -0.1
C -6.226864 -4.667009 -3.502120 -0.2 0.1 0.2
S -4.683939 -4.517575 -4.179749 0.2 0.3 0.3
C 2.972190 -0.314039 -3.804333 0.2 0.4 0.5
H 7.733153 2.391766 -3.146582 0.0 0.0 0.0
H 6.738502 2.974700 -0.799922 0.0 0.0 0.0
H 4.328698 2.039654 -0.513774 0.0 0.0 0.0
H 2.300095 1.382429 -0.970466 0.0 0.0 0.0
H 2.248745 -2.174268 -5.652400 0.0 0.0 0.0
H 0.137993 -3.420790 -5.673739 0.0 0.0 0.0
H -2.152325 -3.781534 -4.740103 0.0 0.0 0.0
H -3.225432 -1.559928 -1.231735 0.0 0.0 -0.1
H -5.205425 -2.424830 -1.276722 0.0 0.0 0.0
H -7.320152 -3.829049 -1.840625 0.0 0.0 0.0
H -6.949636 -5.336862 -3.942318 0.0 0.0 0.0
H 3.737712 -0.470091 -4.554362 0.0 -0.1 0.0
C 0.855478 3.785399 -1.099919 0.0 0.1 0.0
N 0.670142 3.213055 -2.419643 -0.4 -0.1 0.0
C 1.256542 3.940729 -3.553231 0.1 -0.1 -0.1
C 0.363429 3.539793 -4.730200 0.0 0.2 -0.1
N -0.500241 2.508619 -4.148124 0.0 -0.1 0.0
C -1.241359 1.613823 -5.019603 0.0 -0.1 -0.1
C -0.349997 2.427959 -2.827528 0.8 -0.2 -0.2
N -1.083616 1.635825 -2.010306 -0.8 -0.8 0.4
C -2.515553 1.543712 -2.342100 -0.5 0.4 0.2
C -3.303428 1.702426 -1.058899 0.0 -0.1 -0.1
N -3.070018 0.538048 -0.183366 1.3 0.0 -1.4
C -3.944243 0.354278 0.806105 0.2 -0.3 0.4
N -4.906034 1.189963 1.240696 0.0 0.1 0.1
C -5.329939 2.532335 0.850479 0.0 0.2 -0.1
C -5.734211 0.556755 2.274644 -0.1 -0.2 0.0
C -4.947881 -0.694681 2.630699 0.0 0.1 0.0
N -4.006913 -0.796466 1.516715 -0.1 -0.3 0.3
C -3.200242 -1.994345 1.473827 0.0 0.1 0.0
H 1.924156 3.891187 -0.907427 0.0 0.0 0.0
H 0.406567 3.154942 -0.349258 -0.1 -0.2 0.2
H 0.395335 4.775550 -1.044827 0.0 0.0 0.0
H 2.297672 3.639523 -3.687936 0.0 0.0 0.0
H 1.235879 5.013223 -3.363336 0.0 0.0 0.0
H 0.931135 3.128628 -5.563211 0.0 -0.1 0.0
H -0.239654 4.368088 -5.104376 0.0 0.0 0.0
H -0.626235 1.381747 -5.888894 0.0 0.0 0.0
H -2.160690 2.079098 -5.377872 0.0 0.0 0.0
H -1.471698 0.684005 -4.504232 0.0 0.0 0.0
H -2.776909 0.586696 -2.798422 0.0 0.1 -0.1
H -2.802733 2.339300 -3.030306 0.0 0.0 0.0
H -4.356699 1.785900 -1.325622 0.0 0.0 0.1
H -2.972154 2.625297 -0.578440 -0.1 0.0 0.0
H -4.497099 3.192747 0.638414 0.0 -0.1 0.1
H -5.868730 2.957385 1.693323 0.0 0.0 0.0
H -6.020754 2.509828 0.005498 0.0 0.0 0.0
H -6.727090 0.335960 1.874520 0.0 0.0 0.0
H -5.852285 1.227298 3.123063 0.0 0.0 0.0
H -5.566450 -1.589282 2.679812 0.0 0.0 0.0
H -4.408337 -0.593467 3.576782 0.0 0.0 0.0
H -3.835043 -2.834761 1.753524 0.0 0.0 -0.1
H -2.375194 -1.960707 2.194468 0.0 0.0 0.0
H -2.807298 -2.177535 0.477691 -0.1 0.0 0.2
Ge 0.703416 -1.986508 0.161560 -2.9 -1.1 2.2
C 0.324443 -3.843376 -0.458299 1.4 0.7 -0.8
C 1.457080 -4.598227 -0.783630 -0.1 0.0 0.1
C 1.323447 -5.936337 -1.118426 0.0 0.0 -0.1
C 0.059690 -6.508251 -1.165073 -0.1 0.0 0.0
C -1.066864 -5.751856 -0.865140 0.1 0.0 0.0
C -0.940093 -4.412974 -0.525781 -0.2 0.4 0.1
C 0.935736 -2.256612 2.099906 0.9 0.3 -0.6
C 0.326065 -1.445681 3.062709 -0.1 0.2 -0.1
C 0.589786 -1.625627 4.407429 -0.1 0.0 0.0
C 1.488636 -2.607101 4.816349 0.0 0.0 0.0
C 2.105526 -3.418701 3.874452 0.0 -0.1 0.1
C 1.835776 -3.245035 2.527597 -0.1 0.0 -0.3
H -1.279489 -0.814990 0.775704 0.2 -0.5 -0.2
H 2.442584 -4.143613 -0.762054 0.0 -0.1 0.0
H 2.199742 -6.525657 -1.353182 0.0 0.0 0.0
H -0.051219 -7.548507 -1.440602 0.0 0.0 0.0
H -2.048462 -6.205892 -0.895056 0.0 0.0 0.0
H -1.826655 -3.831823 -0.299329 0.0 -0.1 0.0
H -0.405474 -0.701500 2.773024 0.0 0.1 0.0
H 0.088045 -1.006832 5.141424 0.0 -0.1 0.0
H 1.684605 -2.749421 5.871047 0.0 0.0 0.0
H 2.792214 -4.191075 4.194477 0.0 0.0 0.0
H 2.308694 -3.888597 1.794761 0.1 0.0 0.1
```
Forces are in eV/Å.